CH3IOS2 as an isolated structure at a distorted geometry. Source: the OMol25 dataset; level of theory: ωB97M-V with the def2-TZVPD basis set.

Structure (XYZ):
```
8
CH3IOS2 | the OMol25 dataset | ωB97M-V with the def2-TZVPD basis set
C -0.023 -0.190 0.184
O 2.016 -1.487 -1.345
S 1.000 -1.297 1.255
S 2.516 -1.859 -0.051
I 4.630 0.532 -0.004
H 0.672 -0.085 -0.697
H -0.112 0.636 0.829
H -1.022 -0.570 0.033
```

Output
LUMO energy (spin up / spin down): -2.66 / -1.84 eV
net charge: 0
energy relative to the best compared isomer or geometry (same formula, charge and spin): 117.1 kJ/mol

---

CH3KO as an isolated structure at a distorted geometry. Source: the OMol25 dataset; level of theory: ωB97M-V with the def2-TZVPD basis set.

Structure (XYZ):
```
6
CH3KO | the OMol25 dataset | ωB97M-V with the def2-TZVPD basis set
K 0.412 0.463 2.718
C -0.101 -0.066 -0.579
O 0.242 -1.065 0.348
H -0.178 0.929 -0.082
H 0.697 -0.023 -1.334
H -1.071 -0.238 -1.070
```

Output
LUMO energy: -1.00 eV
net charge: 0
energy relative to the best compared isomer or geometry (same formula, charge and spin): 32.1 kJ/mol

---

CH3LaN2O6PS2 as an isolated structure at a distorted geometry. Source: the OMol25 dataset; level of theory: ωB97M-V with the def2-TZVPD basis set.

Structure (XYZ):
```
16
CH3LaN2O6PS2 | the OMol25 dataset | ωB97M-V with the def2-TZVPD basis set
N -0.430 2.041 0.393
P -1.260 1.195 -0.543
S -0.791 -1.048 -0.361
O -1.403 -1.384 0.877
O -1.659 -1.704 -1.502
N 0.615 -1.327 -0.719
S 1.888 -1.366 0.560
O 1.499 -2.302 1.564
O 3.070 -1.639 -0.191
C 1.907 0.446 1.166
O 2.410 1.167 0.331
O 1.400 0.559 2.253
H -0.967 2.569 1.077
H -1.059 1.554 -2.002
H -2.722 1.310 -0.361
La -2.497 -0.072 -2.543
```

Output
LUMO energy: -7.93 eV
net charge: +1

---

CH3LiOYb as an isolated structure at a distorted geometry. Source: the OMol25 dataset; level of theory: ωB97M-V with the def2-TZVPD basis set.

Structure (XYZ):
```
7
CH3LiOYb | the OMol25 dataset | ωB97M-V with the def2-TZVPD basis set
O -1.555 0.066 -0.358
C -2.610 0.092 -1.013
H -3.405 -0.620 -0.733
H -2.854 0.963 -1.642
Li -0.475 -1.279 0.421
Yb 1.338 1.179 3.102
H -0.185 0.369 1.257
```

Output
LUMO energy (spin up / spin down): -9.65 / -9.91 eV
net charge: +2
energy relative to the best compared isomer or geometry (same formula, charge and spin): 0.0 kJ/mol
2S+1: 3

---

A 2-piece molecular cluster, CH3N2 overall at a distorted geometry. Source: the OMol25 dataset; level of theory: ωB97M-V with the def2-TZVPD basis set.

Structure (XYZ):
```
6
CH3N2 | the OMol25 dataset | ωB97M-V with the def2-TZVPD basis set
C 1.852 -0.138 -0.161
N -2.042 0.317 -0.008
N -1.331 -0.514 -0.191
H 0.892 -0.569 0.208
H 2.801 -0.418 0.285
H -2.172 1.322 -0.133
```

Output
LUMO energy (spin up / spin down): -8.75 / -8.75 eV
net charge: +1
energy relative to the best compared isomer or geometry (same formula, charge and spin): 579.0 kJ/mol

---

An isolated ion of composition CH3N2O and charge +1 at a distorted geometry. Source: the OMol25 dataset; level of theory: ωB97M-V with the def2-TZVPD basis set.

Structure (XYZ):
```
7
CH3N2O | the OMol25 dataset | ωB97M-V with the def2-TZVPD basis set
N -0.612 0.464 0.238
C 0.638 0.306 0.101
N 1.563 -0.652 0.188
O 1.760 0.780 -0.067
H -1.053 -0.383 0.558
H -1.095 1.328 0.217
H 1.981 -1.385 -0.500
```

Output
SMILES string: [NH2+]=C1NO1
LUMO energy: -4.50 eV
net charge: +1
energy relative to the best compared isomer or geometry (same formula, charge and spin): 259.7 kJ/mol

---

A 3-piece molecular cluster, CH3N2O3S overall at a distorted geometry. Source: the OMol25 dataset; level of theory: ωB97M-V with the def2-TZVPD basis set.

Structure (XYZ):
```
10
CH3N2O3S | the OMol25 dataset | ωB97M-V with the def2-TZVPD basis set
C -0.273 -2.222 -0.178
N -1.753 1.020 -0.115
N 0.515 -1.356 -0.199
O 3.234 0.335 0.778
O -1.082 -3.096 -0.151
O 1.321 1.900 0.532
S 2.091 0.758 -0.033
H -1.682 0.386 -0.806
H -1.124 0.498 0.574
H -1.246 1.777 -0.401
```

Output
LUMO energy: 3.01 eV
net charge: -1
energy relative to the best compared isomer or geometry (same formula, charge and spin): 9.6 kJ/mol

---

A 2-piece molecular cluster, CH3N2O4 overall at a distorted geometry. Source: the OMol25 dataset; level of theory: ωB97M-V with the def2-TZVPD basis set.

Structure (XYZ):
```
10
CH3N2O4 | the OMol25 dataset | ωB97M-V with the def2-TZVPD basis set
C -2.323 -0.055 0.200
N 1.093 -0.099 -0.528
N 2.037 0.013 0.349
O 2.172 -0.797 1.250
O 2.843 0.971 0.126
O -1.592 -0.540 -0.739
O -2.078 0.314 1.338
H -3.370 -0.010 -0.144
H -0.105 -0.315 -0.587
H 1.323 0.519 -1.264
```

Output
LUMO energy: 4.21 eV
net charge: -1
energy relative to the best compared isomer or geometry (same formula, charge and spin): 53.5 kJ/mol

---

A 2-piece molecular cluster, CH3N2OS overall at a distorted geometry. Source: the OMol25 dataset; level of theory: ωB97M-V with the def2-TZVPD basis set.

Structure (XYZ):
```
8
CH3N2OS | the OMol25 dataset | ωB97M-V with the def2-TZVPD basis set
C 0.103 0.034 -0.060
N 1.501 0.407 -0.013
N 2.369 -0.471 0.028
O 2.222 -1.699 0.024
S 4.839 0.420 -0.009
H -0.145 -0.450 -1.082
H -0.083 -0.628 0.752
H -0.543 1.059 0.175
```

Output
LUMO energy (spin up / spin down): 3.00 / 3.33 eV
net charge: -1
energy relative to the best compared isomer or geometry (same formula, charge and spin): 217.9 kJ/mol

---

An isolated molecule of CH3N3O at a distorted geometry. Source: the OMol25 dataset; level of theory: ωB97M-V with the def2-TZVPD basis set.

Structure (XYZ):
```
8
CH3N3O | the OMol25 dataset | ωB97M-V with the def2-TZVPD basis set
C -1.059 0.024 0.016
N 0.217 -0.546 -0.166
N -2.031 -0.782 -0.177
N 2.443 -0.252 -0.157
O 1.259 0.264 0.032
H -0.923 1.167 0.234
H -3.001 -0.304 -0.064
H 3.095 0.429 0.281
```

Output
LUMO energy (spin up / spin down): -0.45 / -1.15 eV
net charge: 0
energy relative to the best compared isomer or geometry (same formula, charge and spin): 603.2 kJ/mol

---

A 2-piece molecular cluster, CH3N3O overall at a distorted geometry. Source: the OMol25 dataset; level of theory: ωB97M-V with the def2-TZVPD basis set.

Structure (XYZ):
```
8
CH3N3O | the OMol25 dataset | ωB97M-V with the def2-TZVPD basis set
C 0.999 0.190 0.075
N -0.203 0.190 -0.238
N 2.102 0.631 0.081
N -2.553 0.166 -0.188
O -1.377 0.208 0.465
H 1.075 -1.781 -0.777
H 3.049 0.374 -0.084
H -3.091 0.021 0.667
```

Output
LUMO energy (spin up / spin down): -0.08 / -0.67 eV
net charge: 0
energy relative to the best compared isomer or geometry (same formula, charge and spin): 915.9 kJ/mol

---

A 2-piece molecular cluster, CH3N3O overall at a distorted geometry. Source: the OMol25 dataset; level of theory: ωB97M-V with the def2-TZVPD basis set.

Structure (XYZ):
```
8
CH3N3O | the OMol25 dataset | ωB97M-V with the def2-TZVPD basis set
C 2.110 0.571 0.297
N 3.051 0.007 0.598
N -0.765 -0.856 -1.050
N -1.251 0.287 0.803
O -0.466 -0.118 -0.073
H -1.800 -0.952 -1.128
H 1.345 1.216 -0.036
H -2.224 -0.155 0.589
```

Output
LUMO energy (spin up / spin down): -0.76 / -0.81 eV
net charge: 0
energy relative to the best compared isomer or geometry (same formula, charge and spin): 657.3 kJ/mol

---

An isolated molecule of CH3N3O at a distorted geometry. Source: the OMol25 dataset; level of theory: ωB97M-V with the def2-TZVPD basis set.

Structure (XYZ):
```
8
CH3N3O | the OMol25 dataset | ωB97M-V with the def2-TZVPD basis set
N 1.796 1.585 -0.923
C 1.268 1.256 0.052
O 0.234 0.492 1.124
N -0.120 -0.673 0.699
N -1.060 -0.651 -0.261
H 0.581 -1.312 0.482
H -0.880 -0.540 -1.262
H -1.818 -0.156 0.089
```

Output
SMILES string: N#CONN
LUMO energy: -0.23 eV
net charge: 0
energy relative to the best compared isomer or geometry (same formula, charge and spin): 534.4 kJ/mol

---

A 2-piece molecular cluster, CH3N3O2 overall at a distorted geometry. Source: the OMol25 dataset; level of theory: ωB97M-V with the def2-TZVPD basis set.

Structure (XYZ):
```
9
CH3N3O2 | the OMol25 dataset | ωB97M-V with the def2-TZVPD basis set
H 0.906 -3.171 -1.205
N 1.858 -3.035 -0.763
N 2.722 -2.445 -1.299
O 2.504 -1.829 -2.846
H 3.190 -1.330 -2.922
N -2.230 3.276 2.555
C -3.132 2.595 2.186
O -4.133 1.990 2.224
H -1.686 3.948 2.071
```

Output
SMILES string: [H]/N=N\O.N=C=O
LUMO energy (spin up / spin down): 0.58 / 0.58 eV
net charge: 0
energy relative to the best compared isomer or geometry (same formula, charge and spin): 403.1 kJ/mol

---

An isolated molecule of CH3N3O2 at a distorted geometry. Source: the OMol25 dataset; level of theory: ωB97M-V with the def2-TZVPD basis set.

Structure (XYZ):
```
9
CH3N3O2 | the OMol25 dataset | ωB97M-V with the def2-TZVPD basis set
H -2.167 0.420 1.654
N -1.229 0.206 1.135
N -1.260 -0.027 -0.086
C -0.159 -0.230 -0.782
N 1.383 0.036 0.174
O 2.316 0.362 -0.566
O 1.398 -0.069 1.369
H -0.245 -1.225 -1.349
H -0.037 0.526 -1.551
```

Output
SMILES string: [H]/N=N/C[N+](=O)[O-]
LUMO energy: 0.04 eV
net charge: 0
energy relative to the best compared isomer or geometry (same formula, charge and spin): 623.0 kJ/mol

---

An isolated molecule of CH3N3O2S at a distorted geometry. Source: the OMol25 dataset; level of theory: ωB97M-V with the def2-TZVPD basis set.

Structure (XYZ):
```
10
CH3N3O2S | the OMol25 dataset | ωB97M-V with the def2-TZVPD basis set
C 0.439 -0.427 0.085
N -0.350 -1.336 -0.042
N -0.450 0.944 0.762
N 1.736 -0.256 -0.338
O -2.362 0.999 -0.984
O -1.607 -1.162 0.218
S -2.038 0.543 0.337
H 0.116 1.617 0.366
H 2.354 0.137 0.271
H 2.161 -1.059 -0.675
```

Output
LUMO energy: 0.46 eV
net charge: 0
energy relative to the best compared isomer or geometry (same formula, charge and spin): 306.7 kJ/mol

---

CH3N3O2S as an isolated structure at a distorted geometry. Source: the OMol25 dataset; level of theory: ωB97M-V with the def2-TZVPD basis set.

Structure (XYZ):
```
10
CH3N3O2S | the OMol25 dataset | ωB97M-V with the def2-TZVPD basis set
C 0.033 -0.110 -0.119
N -1.487 3.854 1.431
N -2.196 3.619 0.623
N -0.263 -0.205 -1.363
O -2.572 1.147 -0.477
O -0.959 2.244 -1.843
S -1.971 1.226 -1.739
H 1.099 -0.211 0.092
H -0.755 -0.108 0.689
H 0.352 -0.203 -2.169
```

Output
LUMO energy: 0.01 eV
net charge: 0
energy relative to the best compared isomer or geometry (same formula, charge and spin): 23.5 kJ/mol

---

A 2-piece molecular cluster, CH3N3O2Si overall at a distorted geometry. Source: the OMol25 dataset; level of theory: ωB97M-V with the def2-TZVPD basis set.

Structure (XYZ):
```
10
CH3N3O2Si | the OMol25 dataset | ωB97M-V with the def2-TZVPD basis set
C -0.044 2.212 -1.299
N -0.298 3.315 -1.429
N -1.321 -0.419 0.937
N 1.487 -0.525 0.125
O 2.269 -0.988 -0.707
O 1.838 0.072 1.108
Si -0.309 -0.802 -0.363
H -1.210 -0.944 1.793
H -2.166 0.150 1.021
H -0.248 -2.072 -1.186
```

Output
LUMO energy (spin up / spin down): -3.25 / -3.25 eV
net charge: 0
energy relative to the best compared isomer or geometry (same formula, charge and spin): 415.6 kJ/mol

---

An isolated molecule of CH3N3S at a distorted geometry. Source: the OMol25 dataset; level of theory: ωB97M-V with the def2-TZVPD basis set.

Structure (XYZ):
```
8
CH3N3S | the OMol25 dataset | ωB97M-V with the def2-TZVPD basis set
C -0.705 0.541 0.000
N -0.115 -1.621 0.341
N 1.839 -0.426 -1.362
N -0.127 -0.498 0.765
S 1.061 0.838 -1.249
H -1.368 -0.007 -0.761
H -0.864 1.510 0.526
H 0.279 -0.337 1.740
```

Output
LUMO energy: -1.20 eV
net charge: 0
energy relative to the best compared isomer or geometry (same formula, charge and spin): 373.5 kJ/mol

---

A 2-piece molecular cluster, CH3N3S overall at a distorted geometry. Source: the OMol25 dataset; level of theory: ωB97M-V with the def2-TZVPD basis set.

Structure (XYZ):
```
8
CH3N3S | the OMol25 dataset | ωB97M-V with the def2-TZVPD basis set
C -2.256 -0.896 -0.040
N -1.516 -1.782 -0.047
N 0.556 0.066 0.298
N -0.255 0.972 -0.178
S -2.812 0.717 -0.051
H 0.592 -0.783 -0.112
H 0.873 0.184 1.287
H -0.501 0.754 -1.124
```

Output
LUMO energy (spin up / spin down): -1.33 / -1.71 eV
net charge: 0
energy relative to the best compared isomer or geometry (same formula, charge and spin): 117.7 kJ/mol